# 1
105
Properties=species:S:1:pos:R:3:forces:R:3 method="wB97M-V/def2-TZVPD" gap_ha=0.19759 charge=-1 lumo_energy_ev=-0.4 relative_energy_ev=0.064 fmax_ev_per_a=11.4
C 2.431 0.419 0.129 -1.18 2.71 -1.71
C 1.148 -0.256 -0.147 -2.70 -4.21 1.35
O 0.799 -1.330 0.378 1.03 3.49 -1.77
N 0.075 0.355 -1.108 2.16 0.32 -0.75
H 0.034 1.410 -0.944 0.40 -1.29 -1.14
H 0.341 -0.048 -2.055 2.06 2.26 0.11
C -1.208 -0.251 -1.314 -2.99 -2.56 5.35
H 2.167 1.415 0.592 0.36 -0.85 -0.30
H 2.993 0.690 -0.808 -0.56 -0.56 0.84
H 2.915 -0.215 0.804 1.03 -0.81 0.85
H -1.788 0.260 -2.007 -0.52 1.17 -1.52
H -1.827 -0.181 -0.294 1.24 -0.42 -2.16
H -1.124 -1.336 -1.586 0.13 1.07 0.36
N 1.258 3.650 -1.458 -4.47 -1.53 -1.87
O 0.725 4.658 -2.047 2.15 -0.88 0.82
O 1.494 2.581 -2.115 1.02 2.10 0.74
O 1.072 3.526 -0.220 1.03 0.44 0.36
N 2.207 -0.391 -3.899 8.51 -2.65 2.25
O 3.162 -0.107 -4.664 -0.86 -0.83 0.03
O 2.492 -1.199 -2.864 -1.39 0.78 -1.59
O 1.206 0.169 -3.953 -6.91 2.39 -0.26
C 1.604 5.406 3.490 -3.43 -4.54 1.17
C 2.310 4.785 2.330 2.31 1.31 1.87
C 3.834 5.066 2.253 -1.77 -8.27 3.18
O 1.948 3.469 2.247 4.79 -3.58 8.48
H 0.444 5.468 3.229 2.35 -0.19 0.79
H 1.942 6.326 3.486 1.46 5.03 0.99
H 1.752 4.818 4.515 -0.19 1.36 -2.21
H 1.920 5.165 1.451 -0.79 1.78 -1.81
H 3.989 5.998 2.415 1.52 6.13 1.12
H 4.239 4.687 1.385 0.66 -0.40 -2.28
H 4.335 4.317 3.060 -0.94 2.12 -1.31
H 1.551 3.644 1.537 -5.80 -0.72 -9.81
C -3.289 4.832 -2.701 2.63 0.94 5.36
C -2.971 3.639 -1.755 1.28 1.58 1.07
C -3.903 2.540 -2.092 -1.64 -2.08 2.27
O -1.699 3.254 -2.193 -0.51 -3.06 0.00
H -2.975 4.626 -3.644 0.48 -0.53 -2.76
H -2.793 5.724 -2.235 0.17 -0.55 -0.92
H -4.237 5.013 -2.464 -4.45 1.01 -0.35
H -2.774 3.902 -0.549 -1.47 -0.40 -2.94
H -5.003 2.846 -2.027 1.48 -0.13 -0.79
H -3.916 1.753 -1.209 0.53 0.93 -2.08
H -3.526 2.150 -3.083 -0.98 0.03 1.08
H -1.218 4.016 -2.016 2.58 1.99 0.14
C 3.713 0.146 3.609 3.35 -1.65 -0.10
C 2.356 0.469 3.956 -4.71 -1.94 0.62
C 1.674 -0.434 5.074 1.40 -3.06 -0.42
O 2.212 1.696 4.560 0.33 0.84 1.32
H 3.860 -0.891 3.459 -0.98 -1.73 -1.26
H 4.302 -0.024 4.527 0.36 1.78 0.15
H 4.291 0.557 2.734 -0.89 0.49 1.23
H 1.606 0.320 3.079 1.31 0.60 0.89
H 1.352 -1.496 4.676 0.93 1.97 0.74
H 0.799 -0.011 5.525 -0.63 0.78 -0.39
H 2.340 -0.570 5.987 -0.31 -0.02 -1.23
H 2.057 2.290 3.869 -0.23 2.08 -1.64
C 1.279 -4.606 4.656 -1.09 -0.59 2.08
C 1.824 -4.366 3.223 1.90 -2.81 -0.91
C 0.797 -4.183 2.114 -2.25 2.56 1.24
O 2.667 -3.260 3.210 3.17 1.11 1.21
H 2.111 -4.518 5.331 1.27 -1.03 0.08
H 0.652 -5.530 5.032 1.37 1.44 -1.56
H 0.818 -3.783 5.251 -0.80 0.28 -1.70
H 2.743 -5.130 2.993 -3.25 -0.04 0.29
H -0.004 -4.911 2.092 -0.33 -0.35 0.89
H 0.993 -4.176 1.043 1.25 0.57 0.28
H 0.269 -3.097 2.427 1.28 -2.80 -1.14
H 3.579 -3.634 3.512 -2.52 1.61 -0.77
C -0.501 -2.763 -6.333 -0.40 3.89 8.43
C -1.310 -2.197 -5.176 1.39 -1.15 -3.97
C -2.840 -2.390 -5.256 1.41 -0.33 1.19
O -3.566 -1.958 -4.361 0.57 -0.61 -1.57
C -3.318 -3.254 -6.395 2.78 -0.45 -5.37
C -2.553 -3.608 -7.635 0.48 2.59 7.76
C -0.992 -3.478 -7.452 0.39 -2.73 -4.10
O -0.171 -4.051 -8.245 -2.95 1.90 2.32
H 0.592 -2.649 -5.975 -1.56 -0.49 -1.78
H -0.877 -1.564 -4.268 -0.68 -1.62 -2.25
H -4.357 -3.437 -6.515 -0.92 0.02 0.44
H -3.042 -3.983 -8.475 -0.41 -0.80 -1.21
C -2.996 1.312 4.758 2.93 -2.06 -5.30
C -2.361 0.807 3.515 -1.46 1.68 3.00
C -1.614 1.834 2.714 0.57 -0.83 -1.77
O -1.188 1.579 1.580 -0.61 -0.24 1.29
C -1.343 3.161 3.252 1.23 1.85 5.40
C -1.848 3.514 4.570 2.01 0.54 -3.72
C -2.786 2.657 5.353 0.11 1.03 -0.65
O -3.301 3.093 6.378 0.36 -1.11 -0.97
H -3.609 0.609 5.195 -1.31 -1.15 1.47
H -2.357 -0.259 3.002 -0.51 2.29 1.56
H -0.314 3.643 2.908 -2.83 -0.73 0.23
H -1.536 4.500 5.047 -0.41 -1.52 -0.65
C 0.263 -4.967 -3.957 2.25 2.59 5.33
C 0.175 -4.184 -2.661 0.07 -3.03 -5.41
C -1.193 -4.257 -2.081 0.88 0.23 -0.23
O -1.432 -3.852 -0.972 -0.16 0.43 1.02
C -2.275 -4.925 -2.832 -2.33 -1.67 -0.13
C -2.186 -5.487 -4.099 -0.74 0.70 4.39
C -0.818 -5.621 -4.712 -1.71 0.36 -1.66
O -0.679 -6.106 -5.838 0.35 0.38 1.84
H 1.304 -5.158 -4.290 -0.90 0.37 -0.28
H 1.060 -3.617 -2.214 -1.41 -0.93 -0.66
H -3.288 -5.098 -2.088 2.90 0.83 -2.55
H -3.165 -5.966 -4.233 0.92 -0.27 -1.54


# 2
118
Properties=species:S:1:pos:R:3:forces:R:3 method="wB97M-V/def2-TZVPD" gap_ha=0.38107 smiles="COC(=O)OC.COC(=O)OC.COC(=O)OC.COC(=O)OC.O=C1OCCO1.O=C1OCCO1.O=C1OCCO1.O=C1OCCO1.O=C1OCCO1.O=C1OCCO1.O=C1OCCO1" lumo_energy_ev=0.2 relative_energy_ev=4.078 fmax_ev_per_a=6.1
C -4.193 0.679 0.615 -0.04 1.67 2.01
O -3.696 0.269 -0.609 0.61 -1.31 -1.97
C -3.811 1.091 -1.658 -0.34 1.23 -0.44
O -4.297 2.223 -1.572 1.27 -2.45 -1.09
O -3.295 0.412 -2.769 -0.57 -0.10 2.01
C -3.157 1.066 -4.028 -1.27 1.42 0.63
H -3.472 1.352 1.081 -0.05 0.52 -0.20
H -4.221 -0.092 1.385 -0.27 -0.74 -0.84
H -5.147 1.199 0.530 -0.01 -0.20 -0.05
H -2.880 0.404 -4.849 0.61 -0.33 0.72
H -2.516 1.927 -3.842 0.25 -0.08 -0.67
H -4.145 1.422 -4.320 -0.05 0.35 -0.03
C 0.959 0.151 4.261 1.22 -1.14 1.00
O 0.715 -1.161 3.724 0.90 0.89 -3.54
C 0.073 -2.085 4.347 -2.30 1.57 4.71
O -0.312 -1.889 5.515 0.55 -1.40 -1.88
O -0.207 -3.103 3.577 0.70 -0.79 -0.74
C -0.817 -4.282 4.106 -0.58 -0.46 0.32
H 1.857 -0.084 4.833 -0.27 0.77 1.04
H 0.114 0.547 4.824 0.21 -0.11 -0.07
H 1.368 0.831 3.514 -0.82 -0.30 -0.65
H -0.853 -4.993 3.281 -0.05 0.25 -0.07
H -1.824 -4.085 4.474 0.02 0.22 -0.20
H -0.297 -4.779 4.926 0.53 0.53 0.00
C -4.965 -7.176 2.233 1.34 0.60 -0.53
O -4.542 -5.765 2.360 -3.45 -2.93 3.43
C -3.571 -5.205 1.771 0.13 0.88 -2.82
O -3.080 -5.595 0.755 1.51 -0.55 -0.94
O -3.436 -4.014 2.300 0.13 0.90 1.57
C -2.770 -2.959 1.664 0.61 0.61 -1.23
H -5.753 -7.385 2.956 -0.17 0.67 -0.38
H -4.168 -7.870 2.499 0.40 0.35 -0.01
H -5.204 -7.382 1.190 -0.38 0.12 0.17
H -3.336 -2.560 0.822 -0.59 0.03 0.14
H -1.845 -3.230 1.155 0.23 -0.44 0.59
H -2.609 -2.171 2.399 0.04 -0.26 -0.04
C 0.058 -1.235 -7.428 -1.03 -1.02 -1.42
O 0.252 -1.732 -6.091 -0.90 -0.04 -0.42
C 0.391 -0.881 -5.090 2.87 0.63 0.56
O 0.152 -1.112 -3.921 -0.43 0.41 -1.56
O 1.168 0.145 -5.558 -1.99 -1.26 0.19
C 1.332 1.272 -4.720 -0.23 0.24 -0.29
H -0.224 -2.154 -7.942 -0.08 0.06 -0.10
H 0.819 -0.798 -8.075 1.05 -0.05 1.17
H -0.778 -0.552 -7.577 -0.23 0.03 0.86
H 1.923 0.948 -3.863 0.33 0.73 -0.07
H 0.381 1.688 -4.387 -0.05 -0.17 0.13
H 1.730 1.954 -5.471 0.66 0.47 0.98
O 3.538 0.637 -1.227 5.17 1.92 1.61
C 4.735 0.932 -0.902 -2.99 -2.64 -0.26
O 5.826 0.819 -1.667 -2.21 0.03 -0.13
C 6.935 0.983 -0.823 3.50 0.24 -1.90
C 6.449 1.649 0.379 1.81 1.63 0.24
O 5.191 1.167 0.391 -5.26 -0.88 0.19
H 7.449 0.045 -0.612 -0.33 -0.23 -0.16
H 7.575 1.633 -1.420 0.55 -0.21 0.29
H 6.409 2.729 0.237 0.15 0.31 0.15
H 7.025 1.432 1.279 -0.33 -0.27 -0.01
O 0.840 4.275 -3.183 -0.02 0.71 -0.19
C -0.061 4.596 -2.453 2.16 -0.54 -0.99
O -0.231 5.797 -1.894 0.15 -0.85 -0.75
C -1.392 5.673 -1.112 -0.52 0.47 1.80
C -1.623 4.177 -0.893 0.33 1.67 0.21
O -0.930 3.681 -2.068 -2.07 -0.93 1.12
H -1.145 6.141 -0.159 -0.52 0.32 -0.11
H -2.244 6.110 -1.633 0.09 0.22 0.06
H -2.703 4.095 -0.767 0.03 -1.07 -0.95
H -1.172 3.797 0.023 0.33 -0.16 -0.23
O -1.740 3.072 7.141 0.73 0.60 -3.48
C -1.522 3.517 6.016 -0.94 -1.59 1.75
O -1.431 4.830 5.782 0.40 0.07 1.68
C -1.269 5.110 4.432 -0.64 0.02 -1.23
C -0.884 3.774 3.876 1.22 -0.95 -1.01
O -1.400 2.809 4.795 -0.71 1.13 2.37
H -2.258 5.394 4.071 0.05 0.33 -0.32
H -0.541 5.900 4.247 -0.08 -0.14 0.14
H 0.189 3.583 3.901 0.23 0.50 -0.22
H -1.208 3.562 2.857 -0.23 0.03 0.28
O 6.991 -1.903 1.280 -2.24 -0.08 -0.54
C 5.781 -1.936 1.077 4.06 1.11 4.49
O 5.226 -2.119 -0.047 -1.66 -0.35 -2.39
C 3.814 -2.204 0.163 -1.48 0.12 0.13
C 3.616 -1.564 1.540 -0.86 -1.28 0.47
O 4.875 -1.721 2.115 2.55 0.40 -1.16
H 3.278 -1.657 -0.613 0.29 -0.26 -0.09
H 3.510 -3.250 0.212 0.15 -0.02 -0.34
H 3.059 -2.194 2.232 -1.14 0.31 -0.57
H 3.244 -0.539 1.526 0.29 0.13 0.00
O -1.043 1.594 1.489 0.33 -0.64 -1.12
C -0.619 0.697 0.799 0.47 0.78 -0.01
O 0.142 0.813 -0.316 0.27 2.02 -1.03
C 0.373 -0.459 -0.945 -0.85 -1.15 1.29
C 0.199 -1.281 0.334 1.25 -1.62 -1.64
O -0.742 -0.585 1.054 -2.04 -0.11 1.56
H -0.395 -0.752 -1.660 -0.36 0.66 0.08
H 1.304 -0.609 -1.491 0.24 0.80 0.55
H 1.097 -1.269 0.953 0.22 -0.55 -0.16
H -0.191 -2.267 0.081 0.33 -0.15 0.44
O -0.566 -5.216 -1.113 -2.34 1.61 -3.14
C -1.355 -4.699 -1.917 1.68 -0.98 3.46
O -2.109 -3.581 -1.571 1.17 -1.26 -0.29
C -2.663 -3.121 -2.768 -1.53 1.17 -1.23
C -2.757 -4.359 -3.625 -0.57 0.34 -0.44
O -1.661 -5.112 -3.164 0.81 -0.61 0.82
H -3.686 -2.767 -2.639 0.12 0.27 0.51
H -2.087 -2.300 -3.195 0.31 -0.13 0.00
H -2.716 -4.241 -4.708 0.41 0.28 0.13
H -3.711 -4.848 -3.426 0.13 -0.48 0.26
O 0.418 5.556 1.473 1.89 -1.42 -1.36
C 1.296 4.783 1.053 -2.57 3.76 0.84
O 1.494 3.648 1.591 0.17 -3.39 1.51
C 2.671 3.006 1.090 0.46 0.71 -0.36
C 2.977 3.846 -0.144 -1.42 -0.86 -0.42
O 2.138 5.028 0.069 1.63 0.37 -0.88
H 3.440 3.142 1.849 -0.02 -0.51 0.06
H 2.498 1.984 0.753 -0.15 -0.02 0.65
H 2.540 3.339 -1.004 0.12 0.13 -0.22
H 4.046 3.941 -0.331 -0.19 1.08 0.20